Entry 1:
{
  "formula": "C23H25N3OS",
  "method": "wB97M-V/def2-TZVPD",
  "e_lumo_ev": -1.50,
  "total_charge": 0,
  "e_above_lowest_kcal_mol": 320.0,
  "e_homo_ha": -0.305,
  "species": ["H", "H", "C", "H", "O", "C", "C", "C", "C", "C", "C", "C", "H", "H", "S", "C", "C", "C", "N", "H", "C", "H", "H", "C", "C", "C", "C", "C", "H", "H", "H", "H", "H", "C", "H", "H", "C", "H", "H", "H", "H", "C", "H", "C", "H", "H", "C", "H", "N", "H", "H", "N", "C"],
  "positions_angstrom": [[2.027, -2.275, -1.036], [-2.550, 2.245, -1.251], [0.951, -0.443, -1.361], [-1.513, -3.371, 1.868], [-3.882, -1.757, 2.141], [-4.389, 1.581, -4.930], [-0.362, -0.857, -0.428], [-4.810, 1.030, -2.616], [1.426, -0.559, 3.747], [5.712, -0.113, 0.263], [4.708, -0.774, -0.866], [-2.751, -1.382, 1.231], [3.031, -1.218, 0.696], [6.838, -0.396, 0.023], [2.525, 1.352, -3.218], [2.433, -1.603, 5.678], [2.139, 0.611, 4.007], [-1.614, 1.503, -1.276], [2.226, -1.311, -1.421], [-2.851, 1.404, -3.431], [-0.349, 1.962, -2.211], [-4.442, 0.852, -1.609], [3.564, 1.582, 5.300], [3.153, -0.436, 5.933], [-5.755, 1.498, -5.198], [0.966, 0.948, -2.237], [1.571, -1.665, 4.583], [3.141, -0.679, -0.355], [4.773, -0.229, -1.910], [2.544, -2.464, 6.332], [2.021, 1.475, 3.358], [5.582, 1.072, 0.279], [-6.123, 1.685, -6.204], [-1.485, -2.403, 1.185], [-3.692, 1.830, -5.726], [2.814, 0.456, -0.179], [3.005, 0.672, 5.099], [-6.872, 0.696, -2.088], [5.444, -0.517, 1.344], [-7.712, 1.106, -4.387], [4.962, -1.934, -0.944], [-6.648, 1.176, -4.177], [0.755, -0.608, 2.892], [-1.671, 0.107, -0.365], [1.014, -2.576, 4.381], [-3.521, -1.496, 3.060], [-3.916, 1.344, -3.639], [3.830, -0.390, 6.782], [-2.915, -0.108, 0.450], [3.498, 1.594, -2.200], [-0.384, 2.982, -2.826], [-0.268, -2.143, 0.344], [-6.176, 0.944, -2.885]]
}



Entry 2:
{
  "formula": "C23H25N4O2PdS",
  "method": "wB97M-V/def2-TZVPD",
  "e_lumo_ev": -3.65,
  "total_charge": 1,
  "e_above_lowest_kcal_mol": 0.0,
  "e_homo_ha": -0.417,
  "species": ["H", "O", "H", "C", "C", "Pd", "H", "H", "C", "H", "C", "H", "H", "C", "H", "N", "C", "C", "H", "H", "C", "H", "H", "C", "C", "H", "H", "H", "C", "H", "H", "C", "C", "C", "C", "H", "O", "C", "C", "C", "S", "N", "C", "C", "H", "C", "C", "H", "H", "H", "H", "H", "C", "N", "H", "N"],
  "positions_angstrom": [[0.913, 1.116, 4.279], [-1.744, 1.773, 0.389], [-3.708, 1.107, 0.304], [-4.014, -2.974, 2.153], [1.037, -1.670, -4.605], [-0.269, -0.450, 0.733], [4.282, 3.951, -2.500], [0.308, -3.678, -4.789], [3.749, 3.202, -1.932], [1.351, -1.820, 1.405], [2.353, 1.303, -0.484], [0.299, 2.619, 1.741], [5.503, 2.009, -1.588], [-0.193, -1.661, -2.141], [1.928, 1.134, 2.808], [1.781, 0.266, 0.251], [1.092, -0.532, -3.814], [3.724, 1.173, -0.699], [0.478, 0.361, -1.965], [0.601, 2.503, -0.819], [-0.466, 2.126, 2.350], [-1.925, -0.627, 3.461], [-3.418, 2.728, -0.387], [-0.277, -2.802, -2.931], [1.667, 2.404, -0.990], [-0.808, -3.673, -2.579], [2.953, -2.498, 1.423], [-4.869, -3.570, 2.439], [2.689, -0.616, 0.590], [-3.867, -2.007, 4.053], [1.607, 0.355, -4.157], [2.377, 3.344, -1.715], [1.096, 0.642, 3.314], [4.440, 2.115, -1.424], [0.474, -0.528, -2.572], [-2.840, 1.278, -1.242], [-0.100, 0.740, 2.522], [-1.790, -1.393, 1.458], [-3.003, 1.723, -0.263], [-2.375, -2.302, 0.565], [4.304, -0.288, 0.064], [-1.791, -2.396, -0.703], [0.352, -2.797, -4.164], [-3.470, -3.092, 0.882], [-0.481, 2.585, 3.341], [-1.824, 2.238, 1.716], [-2.343, -1.303, 2.726], [1.314, -0.411, 3.454], [-2.139, 3.288, 1.745], [1.863, 4.205, -2.120], [-3.874, -3.777, 0.150], [-2.555, 1.647, 2.284], [-3.445, -2.090, 3.060], [2.360, -1.690, 1.346], [1.524, -1.681, -5.571], [-0.832, -1.612, -0.850]]
}



Entry 3:
{
  "formula": "C23H25N5O3S",
  "method": "wB97M-V/def2-TZVPD",
  "e_lumo_ev": 0.30,
  "total_charge": 0,
  "e_above_lowest_kcal_mol": 0.0,
  "e_homo_ha": -0.301,
  "species": ["C", "C", "H", "C", "H", "H", "H", "H", "S", "C", "H", "H", "C", "N", "N", "H", "C", "H", "H", "C", "H", "H", "C", "C", "H", "O", "C", "H", "H", "C", "H", "C", "C", "H", "O", "H", "C", "N", "C", "C", "N", "H", "H", "H", "C", "C", "O", "H", "C", "C", "H", "C", "H", "C", "H", "N", "C"],
  "positions_angstrom": [[4.937, -1.357, -0.571], [6.113, -1.226, -1.279], [2.356, 3.231, 1.713], [-2.755, -1.931, 0.036], [-4.747, -3.524, -0.299], [6.749, 2.089, -0.891], [2.285, -1.973, -0.604], [-4.790, 1.452, 1.621], [0.189, -2.584, 0.404], [-0.425, -1.096, -0.202], [0.813, 2.920, -0.800], [4.478, -2.327, -0.471], [2.330, 2.180, 1.996], [0.427, -0.141, -0.568], [-3.566, 0.653, -0.747], [1.323, 1.785, 1.884], [5.066, 1.006, -0.101], [-2.128, 3.574, 0.110], [-6.120, 2.069, 0.645], [6.247, 1.136, -0.814], [-3.276, 2.419, -1.763], [2.475, -2.927, 0.901], [-4.530, -0.320, -0.534], [6.760, 0.002, -1.409], [2.590, 2.094, 3.051], [1.367, -0.554, 2.143], [-0.073, 1.005, -0.998], [-2.454, 2.301, 1.285], [0.665, 2.352, -2.458], [-1.812, -0.892, -0.296], [-5.406, 3.075, 1.911], [-2.857, 3.201, 0.825], [3.270, 1.384, 1.174], [-6.026, -2.266, -0.282], [-5.706, -0.094, -0.707], [4.621, 2.921, 0.687], [-4.189, 2.910, 0.138], [4.362, 1.951, 0.600], [-5.191, 2.341, 1.138], [2.121, -0.823, 1.228], [-1.359, 1.318, -1.065], [6.551, -2.099, -1.742], [-4.979, 1.887, -1.594], [-2.996, 3.945, 1.606], [-2.232, 0.377, -0.704], [3.219, 0.041, 0.833], [-2.435, -3.045, 0.403], [1.908, 1.647, -1.393], [4.377, -0.224, 0.020], [0.900, 2.045, -1.442], [-5.184, -2.725, 1.221], [1.950, -2.102, 0.422], [7.679, 0.062, -1.973], [-4.018, 1.994, -1.086], [-4.587, 3.852, -0.255], [-4.082, -1.564, -0.126], [-5.079, -2.586, 0.145]]
}



Entry 4:
{
  "formula": "C23H25N7O2S",
  "method": "wB97M-V/def2-TZVPD",
  "e_lumo_ev": 0.26,
  "total_charge": 0,
  "e_homo_ha": -0.280,
  "species": ["H", "C", "H", "H", "H", "C", "C", "H", "H", "N", "C", "H", "O", "C", "C", "H", "C", "C", "N", "H", "H", "C", "C", "H", "H", "H", "C", "H", "C", "N", "C", "C", "N", "H", "C", "H", "H", "H", "S", "H", "H", "C", "C", "C", "H", "C", "H", "C", "H", "H", "C", "C", "O", "C", "H", "N", "N", "N"],
  "positions_angstrom": [[-2.724, -0.578, 3.408], [0.870, -0.082, -3.571], [2.359, -0.897, -2.685], [-2.549, 3.822, -4.484], [-5.283, 1.925, -1.596], [-0.590, -2.138, 0.904], [-4.032, 3.112, -3.178], [2.270, -3.356, 4.542], [-0.525, 4.075, -4.081], [-1.534, 1.099, 0.870], [1.969, -4.502, 1.496], [0.804, -2.822, 2.672], [2.865, -1.500, 3.282], [-1.696, 3.436, -2.535], [-2.782, 3.614, -3.357], [2.128, 0.451, 3.360], [1.637, -2.706, 1.926], [-0.272, 3.818, -3.210], [-1.050, -1.413, -0.146], [-0.029, 3.225, -0.604], [-2.964, -0.749, 1.567], [1.427, -0.597, -2.508], [-0.440, -1.000, -1.263], [0.151, 4.843, -2.394], [3.951, -2.994, 4.184], [3.603, -2.671, 1.932], [0.821, -1.298, -1.580], [2.441, -4.801, 2.279], [-1.322, -0.254, -2.215], [2.143, 1.119, 2.750], [-0.558, 0.051, -3.478], [-4.125, 2.620, -1.837], [0.577, 2.006, 1.027], [2.574, -4.269, 0.455], [-2.246, -1.006, 2.323], [0.425, 3.043, -2.989], [1.029, -4.861, 1.211], [2.818, -1.350, 1.377], [-1.247, -2.343, 2.297], [-5.032, 3.207, -3.820], [1.107, 0.288, -4.396], [2.863, -2.017, 2.125], [-3.090, 2.406, -1.090], [-1.239, 0.191, 1.878], [-2.388, -0.246, -2.072], [-1.985, 2.836, -1.346], [2.641, 1.852, 2.278], [3.006, -2.576, 4.409], [-1.187, 0.811, -4.220], [-3.309, 1.894, 0.056], [1.079, 1.217, 1.996], [-0.718, 2.000, 0.721], [2.674, -2.436, -0.568], [1.677, -1.906, -0.470], [3.199, -1.955, 5.457], [0.831, -2.322, 0.777], [-0.876, 2.620, -0.413], [-0.150, 0.063, 2.546]]
}